1.
DFT (wB97M-V/def2-TZVPD) results for a cluster of 12 separate species, C18H60N4O12 in total at a distorted geometry.

Cartesian coordinates (Å):
N  0.0469  3.0141  0.3821
C  0.4739  2.7801  1.5721
N  1.7189  3.0101  1.8191
O  -0.4341  2.2841  2.5951
H  -0.9041  2.6271  0.1961
H  0.6459  3.4011  -0.3909
H  1.9839  3.1631  2.8281
H  2.2669  3.4091  1.0781
N  3.6619  -0.1549  3.9851
C  3.4239  0.8751  3.2131
N  2.5519  0.5051  2.3571
O  4.0379  2.1111  3.1891
H  4.3619  0.0071  4.7071
H  3.3479  -1.1059  3.8721
H  2.2519  1.4311  1.8801
H  1.7649  -0.0549  2.6491
C  0.3199  -4.2519  -1.6239
C  1.0879  -4.2759  -0.3139
O  0.2699  -5.0049  0.5611
H  0.1329  -5.2899  -1.9909
H  0.7889  -3.7039  -2.3999
H  -0.6131  -3.6189  -1.5519
H  1.2459  -3.2179  0.0031
H  2.0139  -4.7689  -0.3949
H  0.7629  -5.3229  1.3141
C  2.8269  -1.5349  -2.2009
C  1.7359  -1.1239  -3.2229
O  1.7779  -1.7769  -4.4509
H  3.7689  -1.5129  -2.7129
H  2.6879  -2.5649  -1.9129
H  2.7899  -0.9379  -1.2519
H  1.7849  -0.1049  -3.4449
H  0.7799  -1.3809  -2.8909
H  1.5019  -1.1789  -5.1489
C  -2.8261  -2.0899  1.9611
C  -2.2881  -2.8579  0.7691
O  -2.4791  -2.0509  -0.2789
H  -2.1071  -1.3219  2.2511
H  -2.8311  -2.7389  2.7791
H  -3.8221  -1.7279  1.7441
H  -2.8051  -3.8469  0.7081
H  -1.2161  -3.1089  0.8981
H  -2.5911  -2.5119  -1.0719
C  0.7279  -1.1819  5.3991
C  -0.1371  -1.5479  4.2491
O  0.2889  -0.6339  3.2991
H  1.7439  -1.3969  5.1781
H  0.3939  -1.6629  6.3041
H  0.6619  -0.1299  5.6441
H  -1.1531  -1.4839  4.3851
H  0.0829  -2.5079  3.7921
H  -0.3491  -0.5139  2.6551
C  2.9949  1.8811  -0.9909
C  3.4639  3.2791  -1.2079
O  2.5079  4.1691  -0.6309
H  1.9609  1.8231  -0.9659
H  3.3489  1.4951  -0.0129
H  3.2969  1.0691  -1.7099
H  3.6099  3.4261  -2.2549
H  4.4549  3.5631  -0.7539
H  2.7779  5.1361  -0.7509
C  -2.9171  2.2581  -1.3719
C  -3.5331  0.9281  -1.6229
O  -4.1141  0.4541  -0.4179
H  -2.5061  2.2661  -0.3579
H  -3.6851  3.0331  -1.4679
H  -2.1751  2.4771  -2.1719
H  -2.7781  0.2371  -1.8289
H  -4.2211  0.9191  -2.4829
H  -4.5211  -0.4299  -0.6249
C  -3.7371  2.8041  2.1501
O  -3.6231  1.4541  2.0811
H  -2.8181  3.3091  1.6931
H  -4.0011  3.0831  3.1261
H  -4.5761  3.0031  1.4711
H  -3.6001  1.3501  1.1401
C  -0.0941  -0.1579  -0.2869
O  -1.0431  0.0641  0.6421
H  0.8269  -0.0139  0.2801
H  -0.1581  0.5691  -1.0509
H  -0.1211  -1.1649  -0.7639
H  -1.7621  -0.4129  0.3291
C  -1.8541  -1.5929  -3.8349
O  -2.5851  -2.5199  -3.1159
H  -1.1061  -2.1429  -4.3959
H  -1.3421  -0.7929  -3.3249
H  -2.5771  -1.0839  -4.4979
H  -2.9051  -3.2179  -3.7259
C  0.3119  2.5451  -3.2729
O  0.5499  3.7101  -2.5029
H  1.3119  2.1711  -3.6199
H  -0.2831  2.8571  -4.1479
H  -0.2511  1.7411  -2.7929
H  1.3149  4.0351  -2.9219

Force components x, y, z for each atom (eV/Å):
N -2.1 0.0 -3.9
C -6.7 -2.7 6.9
N 2.6 1.3 2.8
O 4.9 2.6 -5.2
H 1.6 0.7 0.1
H -1.1 -0.5 1.1
H -0.1 -0.4 -1.8
H 0.3 0.5 0.2
N 3.4 -0.6 4.5
C 3.6 4.9 0.0
N -3.1 3.0 -5.2
O -2.4 -5.6 0.7
H -0.4 -0.4 -0.2
H -0.1 0.6 -0.5
H 0.2 -2.3 0.5
H -0.2 -0.3 0.3
C -1.2 0.0 0.0
C -1.4 1.3 -0.6
O -0.7 -0.2 0.6
H -0.2 0.9 0.3
H 1.2 0.3 -0.8
H 0.5 -1.2 0.4
H 0.0 -0.6 0.2
H 1.4 -0.5 -0.4
H 0.3 0.0 0.3
C -1.1 0.1 -0.3
C 0.8 -0.6 0.9
O 1.1 -1.4 -1.5
H 0.8 0.4 0.0
H -0.2 -0.4 0.1
H 0.1 -0.3 -1.1
H 0.1 2.0 0.3
H -1.6 0.1 1.5
H 0.1 0.0 0.1
C 1.1 -0.1 -0.4
C 0.4 -2.1 3.0
O -0.5 2.6 -1.5
H -0.7 0.4 -0.3
H -0.4 -1.1 1.5
H -0.1 0.3 0.1
H 0.1 0.6 -0.3
H -0.3 0.1 0.1
H -0.1 -1.0 -2.2
C -1.0 -0.3 1.6
C 2.5 -0.2 -0.8
O 1.7 0.6 0.3
H 0.8 -0.3 0.1
H 0.2 -0.6 0.5
H -0.1 0.4 -0.4
H -2.5 0.3 0.8
H 0.0 -0.9 0.6
H -2.1 0.9 -2.4
C 2.3 -2.1 0.9
C 1.6 0.9 0.5
O 0.4 2.2 -0.5
H -2.1 0.1 0.0
H -0.2 0.2 -0.4
H 0.2 1.4 0.3
H -0.2 0.6 -1.1
H -0.7 -0.9 -0.3
H -0.4 -2.1 0.3
C -0.3 0.9 -0.8
C -0.6 -0.2 0.1
O -1.5 -1.0 -0.7
H 0.1 0.1 -0.4
H 0.2 0.1 0.3
H -0.2 -0.1 0.8
H 1.5 -1.2 -0.8
H -0.1 0.2 0.3
H 0.7 1.3 0.6
C 0.3 1.6 -2.3
O 0.7 -2.0 0.7
H -0.9 -0.2 1.2
H 0.1 0.8 1.3
H -0.3 1.1 0.2
H 0.0 -1.5 -0.6
C 2.3 -1.0 -0.1
O -0.1 1.2 2.0
H 0.6 -0.2 -0.7
H 0.2 0.9 -1.3
H 0.0 0.4 0.4
H -2.9 -1.3 -0.5
C -0.4 0.4 -2.4
O -0.9 -1.3 1.4
H 0.3 0.3 -0.5
H -0.1 -0.2 1.2
H 0.6 0.0 -0.3
H 0.4 0.8 0.6
C 0.4 0.0 -1.5
O -1.5 -1.1 0.8
H -1.0 -0.2 0.2
H 0.2 -0.4 0.0
H 0.3 0.4 0.5
H 1.4 1.2 -0.2

HOMO-LUMO gap: 7.97 eV
max |F|: 9.940 eV Å⁻¹
spin multiplicity: 1
HOMO: -7.9 eV
E_LUMO: 0.07 eV
E_tot: -1843.4502 a.u.

Here are the Mulliken charges for atoms 1 to 8, given in e: number 1, N, carries 0.05; number 2, C, carries 0.21; number 3, N, carries -0.31; number 4, O, carries -0.69; number 5, H, carries -0.26; number 6, H, carries 0.13; number 7, H, carries 0.40; number 8, H, carries 0.09

=====

2.
DFT (wB97M-V/def2-TZVPD) results for a structure of composition C18H60O12 at a distorted geometry.

Cartesian coordinates (Å):
C  -1.8639  0.2271  5.7817
O  -0.9549  -0.8879  5.5787
H  -2.6809  0.0081  6.5337
H  -2.3859  0.4601  4.8157
H  -1.4939  1.1061  6.0717
H  -1.2319  -1.8309  5.7887
C  3.1001  -2.0319  -1.7603
O  3.6351  -1.8869  -3.0353
H  3.6851  -2.9369  -1.3283
H  2.2541  -2.3419  -1.4033
H  3.4291  -1.2719  -1.0803
H  4.5941  -1.8709  -3.0693
C  0.2791  3.0361  -3.1053
O  0.8621  3.1991  -1.8803
H  0.5701  1.9571  -3.4983
H  0.9431  3.8421  -3.7803
H  -0.7479  3.0311  -3.1173
H  1.8301  3.0181  -1.8863
C  -2.8719  -2.8699  2.4047
O  -3.6449  -3.8519  3.0657
H  -1.9859  -3.2179  1.9757
H  -2.7589  -2.0219  3.0457
H  -3.4109  -2.6689  1.4957
H  -3.2239  -4.1619  4.0267
C  -3.5379  3.7711  1.0407
O  -2.7079  2.8081  1.7317
H  -3.9199  3.1971  0.2077
H  -2.9629  4.5151  0.6397
H  -4.2679  4.0051  1.9607
H  -2.0049  2.5931  1.0887
C  0.0051  4.8851  0.9397
O  -0.3409  5.2071  -0.3843
H  0.5551  5.6821  1.3257
H  0.4831  3.8771  0.9517
H  -0.9029  4.5341  1.4177
H  0.0041  4.4731  -1.0183
C  1.8331  -1.5489  2.9897
O  2.0681  -2.0579  1.7447
H  1.9971  -0.4569  3.2107
H  2.4541  -2.1859  3.6397
H  0.8111  -1.7989  3.4507
H  1.4391  -2.7399  1.5767
C  0.3791  -1.4949  -4.5303
O  1.3501  -0.4919  -4.5983
H  -0.4149  -1.1549  -3.8093
H  0.7141  -2.5509  -4.2913
H  -0.0429  -1.8669  -5.6133
H  2.2531  -0.7239  -4.5133
C  0.5681  2.7701  3.7527
O  0.4011  3.8531  4.6117
H  1.3101  2.8541  2.9807
H  -0.3629  2.7461  3.0637
H  0.8081  1.9121  4.4787
H  -0.4609  3.7031  5.0437
C  4.0071  1.8071  -0.8683
C  4.5961  2.5121  -2.0893
C  4.9141  1.5401  -3.1673
O  3.7571  3.4631  -2.5313
H  4.7301  1.2041  -0.2023
H  3.0521  1.3731  -0.8823
H  3.6701  2.6701  -0.2813
H  5.4281  3.1391  -1.9643
H  5.2251  1.9341  -4.1213
H  4.0821  1.1651  -3.4743
H  5.7151  0.7991  -3.0883
H  4.4141  4.1731  -2.9523
C  -1.1689  -0.2299  1.3657
C  -0.3039  0.3251  0.2027
C  -0.3509  -0.7609  -0.9253
O  -0.8169  1.5171  -0.2073
H  -1.3199  0.4141  2.2917
H  -0.7919  -0.9759  1.8237
H  -2.1029  -0.4389  1.0567
H  0.7521  0.4281  0.5987
H  0.2311  -1.5729  -0.4223
H  0.4381  -0.6529  -1.8143
H  -1.2039  -1.0029  -1.3823
H  -0.1949  1.6981  -0.9033
C  -4.4509  -5.6059  -1.2133
C  -3.4099  -5.0499  -2.1083
C  -2.6979  -3.8769  -1.5093
O  -2.5239  -6.1449  -2.3443
H  -5.2559  -4.8079  -1.1013
H  -4.1129  -5.7519  -0.2053
H  -5.1079  -6.4469  -1.4993
H  -3.8469  -4.8339  -3.0403
H  -1.5399  -3.8469  -2.2333
H  -2.3139  -3.8839  -0.5123
H  -2.9539  -2.7909  -1.9243
H  -1.9819  -5.8359  -3.1003

Force components x, y, z for each atom (eV/Å):
C -3.9 -4.6 -1.5
O 0.3 -0.3 0.4
H 0.9 -0.1 -0.8
H 0.3 -0.4 0.6
H 2.8 3.0 1.3
H -0.3 2.5 -0.1
C 8.8 -1.2 1.7
O -1.9 0.5 -2.2
H -0.5 1.0 -0.1
H -6.2 -1.2 -0.3
H 0.0 1.0 0.2
H -0.2 -0.1 0.7
C 6.0 -1.1 -4.2
O 0.6 -0.4 3.0
H -0.5 2.0 0.3
H -2.7 -2.0 0.8
H -2.3 0.9 0.2
H -0.9 0.5 -0.5
C -1.6 -0.3 0.3
O 1.3 -1.9 3.8
H 2.1 -0.8 0.1
H 0.3 0.8 0.0
H -0.8 0.7 -0.1
H -1.4 1.5 -4.0
C -1.9 -3.0 3.7
O 1.1 0.2 -0.5
H -1.2 0.3 -0.2
H 1.2 2.6 -0.5
H 1.1 0.2 -2.9
H -0.2 -0.3 0.4
C -1.1 -3.3 -1.5
O 0.5 -1.3 -2.4
H 0.8 0.9 1.3
H 0.9 0.9 0.0
H -0.3 1.1 1.0
H -0.6 1.8 1.7
C -1.1 -0.7 4.1
O 0.4 0.9 -2.3
H 0.1 -1.1 -1.0
H 0.3 0.9 0.6
H 0.9 0.6 -1.1
H -0.6 -0.7 -0.3
C -0.9 -2.5 -1.8
O -1.6 1.1 -0.3
H 0.5 -0.6 -1.1
H 0.3 1.3 0.8
H 0.5 1.9 2.2
H 1.2 -1.2 0.3
C -1.9 -1.6 -0.1
O -0.3 1.3 0.6
H 1.1 0.6 0.3
H 1.0 -1.0 1.4
H -0.6 0.3 -1.9
H 0.7 0.3 -0.3
C 2.0 1.9 2.4
C 1.8 -2.8 0.5
C 4.9 1.1 -0.5
O -1.1 4.7 -2.9
H -1.1 0.9 -1.4
H -1.1 -1.6 -1.3
H 0.6 0.1 0.7
H 2.3 -0.4 1.9
H 0.4 1.4 -0.3
H -5.4 -3.3 -1.4
H -0.4 -0.2 1.1
H -3.0 -2.0 1.1
C 0.4 6.6 -0.5
C -0.2 -2.9 1.6
C 7.3 0.7 1.1
O -0.4 1.2 -0.3
H 0.3 0.3 -1.5
H 3.0 -5.8 2.4
H -3.3 -0.8 -1.3
H -0.8 -0.1 -0.6
H -1.2 -0.2 -0.4
H -1.6 0.8 1.6
H -3.7 -1.0 -1.0
H 0.1 1.5 -0.9
C -3.4 1.5 1.0
C 0.2 -1.6 1.0
C 4.2 3.2 -4.8
O 1.0 0.4 -0.9
H 0.9 -0.5 0.0
H 0.5 -0.3 0.5
H 1.1 0.0 -0.5
H -0.6 0.9 -1.2
H -3.0 -0.3 2.2
H -0.3 -0.2 0.7
H -0.4 -2.3 1.4
H -0.1 -0.6 0.7

HOMO-LUMO gap: 9.36 eV
max |F|: 9.009 eV Å⁻¹
spin multiplicity: 1
HOMO: -9.2 eV
E_LUMO: 0.14 eV
E_tot: -1624.1320 a.u.

Here are the Mulliken charges for atoms 1 to 8, given in e: number 1, C, carries -0.61; number 2, O, carries -0.48; number 3, H, carries 0.31; number 4, H, carries 0.19; number 5, H, carries 0.32; number 6, H, carries 0.28; number 7, C, carries -0.94; number 8, O, carries -0.50